Computed, not measured: a molecular structure, C5H10BiOP at a distorted geometry, with ωB97M-V/def2-TZVPD.

Results
Kohn-Sham gap, Ha: 0.170
LUMO level, eV: 0.159
HOMO level, eV: -4.465

Geometry as ORCA input:
```
! wB97M-V def2-TZVPD RIJCOSX def2/J DEFGRID3
* xyz 0 1
C -0.488 0.047 -1.848
C -1.321 1.078 -1.200
C -0.415 1.998 -0.493
C 0.983 1.605 -0.802
C 0.945 0.407 -1.628
Bi -0.098 -0.069 0.430
P -0.140 -2.326 0.803
H -0.836 -0.775 -2.393
H -2.385 1.124 -1.213
H -0.707 2.834 0.073
H 1.780 -0.128 -2.004
H 1.859 2.111 -0.474
H 0.938 -3.102 0.377
H -1.180 -3.070 0.246
H -0.230 -2.729 2.135
O 0.345 -0.001 2.552
H -0.282 0.648 2.867
H 1.233 0.349 2.572
*
```



Computed, not measured: a single C5H10Br2ClO2P molecule at a distorted geometry, with ωB97M-V/def2-TZVPD.

Results
Kohn-Sham gap, Ha: 0.348
LUMO level, eV: -0.914
SMILES: CC(C)(CBr)CO[P@@](=O)(Cl)Br
HOMO level, eV: -10.387

Geometry as ORCA input:
```
! wB97M-V def2-TZVPD RIJCOSX def2/J DEFGRID3
* xyz 0 1
O 2.146 3.307 -1.178
Cl 1.371 1.744 -3.423
Br 3.012 -0.694 2.390
Br -0.514 4.450 -2.338
O 0.199 1.688 -0.631
C -0.944 -0.680 0.729
C 0.140 0.865 2.356
C 1.316 -1.254 1.573
C 1.079 0.701 -0.041
C 0.413 -0.068 1.149
P 0.888 2.730 -1.745
H -0.891 -1.181 -0.231
H -1.734 0.081 0.694
H -1.280 -1.375 1.450
H -0.508 1.707 2.066
H -0.333 0.311 3.155
H 1.086 1.309 2.696
H 0.806 -1.857 2.306
H 1.492 -1.877 0.669
H 1.389 0.006 -0.840
H 1.982 1.199 0.306
*
```



Computed, not measured: 2 unconnected molecules or ions with the total composition C5H10BrNO2 at a distorted geometry, with ωB97M-V/def2-TZVPD.

Results
Kohn-Sham gap, Ha: 0.343
LUMO level, eV: 0.727
SMILES: C/C(Br)=[N+](/[O-])O.C=CC
HOMO level, eV: -8.603

Geometry as ORCA input:
```
! wB97M-V def2-TZVPD RIJCOSX def2/J DEFGRID3
* xyz 0 1
C 2.042 1.080 -1.283
C 0.153 1.819 0.180
C 0.231 -1.139 1.277
C 0.629 1.237 -0.945
C -0.616 -1.444 0.124
N -1.919 -1.178 0.148
O -2.516 -0.822 1.362
O -2.708 -1.415 -0.774
Br 0.002 -2.315 -1.355
H 2.329 1.817 -2.044
H 2.206 0.108 -1.507
H 2.701 1.294 -0.505
H 0.680 2.227 0.985
H -0.939 1.820 0.300
H -3.454 -0.793 1.132
H 1.018 -0.500 1.000
H -0.549 -0.700 1.910
H 0.799 -1.968 1.637
H -0.090 0.873 -1.644
*
```



Computed, not measured: a single C5H10BrP molecule at a distorted geometry, with ωB97M-V/def2-TZVPD.

Results
Kohn-Sham gap, Ha: 0.350
LUMO level, eV: 0.327
SMILES: CC/C=C/P(C)Br
HOMO level, eV: -9.192

Geometry as ORCA input:
```
! wB97M-V def2-TZVPD RIJCOSX def2/J DEFGRID3
* xyz 0 1
C -0.647 0.135 -0.058
C -0.070 1.290 -0.369
C -1.070 -1.322 1.942
C 1.781 0.034 -2.279
C -1.621 -0.063 1.126
P 1.173 1.729 -1.766
Br 2.680 2.025 -0.057
H -0.467 -0.798 -0.518
H -0.216 2.175 0.204
H -1.765 -1.429 2.688
H -0.009 -1.199 2.302
H -0.897 -2.146 1.259
H 1.788 -0.089 -3.354
H 1.016 -0.624 -1.947
H 2.616 -0.065 -1.666
H -1.753 0.770 1.745
H -2.542 -0.422 0.745
*
```



Computed, not measured: a molecular structure, C5H10CdNO4P at a distorted geometry, with ωB97M-V/def2-TZVPD.

Results
Kohn-Sham gap, Ha: 0.108
LUMO level, eV: -13.755
HOMO level, eV: -16.690

Geometry as ORCA input:
```
! wB97M-V def2-TZVPD RIJCOSX def2/J DEFGRID3
* xyz 2 1
C -4.466 1.386 -0.645
C -3.634 0.366 -0.471
C -2.488 -0.745 -0.203
O -1.247 -0.031 0.002
C -0.088 -0.816 -0.409
C 1.144 0.261 -0.523
N 1.963 0.078 -1.771
P 2.245 0.291 1.014
O 1.856 1.502 1.938
O 2.126 -1.104 1.998
O 3.881 0.545 0.575
H -4.859 2.446 -0.902
H -2.812 -1.296 0.780
H -2.480 -1.500 -1.066
H 0.160 -1.647 0.375
H -0.306 -1.351 -1.400
H 0.647 1.307 -0.622
H 2.249 1.051 -2.028
H 1.381 -0.225 -2.573
H 1.320 -0.990 2.571
H 3.996 1.537 0.513
Cd -0.589 -1.065 2.847
*
```



Computed, not measured: a single C5H10ClN molecule at a distorted geometry, with ωB97M-V/def2-TZVPD.

Results
Kohn-Sham gap, Ha: 0.376
LUMO level, eV: 0.956
SMILES: C=C(C)[C@@](C)(N)Cl
HOMO level, eV: -9.279

Geometry as ORCA input:
```
! wB97M-V def2-TZVPD RIJCOSX def2/J DEFGRID3
* xyz 0 1
C -1.350 0.138 1.135
C -0.510 -0.553 0.404
C -0.737 -1.909 -0.169
C 0.707 0.828 -1.513
C 0.831 0.457 -0.011
N 0.851 1.471 0.870
Cl 2.194 -0.737 0.259
H -1.393 1.126 1.461
H -2.237 -0.476 1.521
H -0.118 -1.952 -1.046
H -0.457 -2.654 0.561
H -1.823 -2.010 -0.299
H 0.312 0.002 -2.109
H 1.752 1.101 -1.908
H -0.127 1.489 -1.757
H 0.783 1.280 1.835
H 1.322 2.397 0.766
*
```